Entry 1:
The following is a quantum chemistry calculation of a molecular structure, C13H12O3RuS4 in a non-equilibrium geometry, from the Open Molecules 2025 dataset.

Computed properties:
Gap between HOMO and LUMO (spin up / spin down) ... 5.307 / 5.316 eV
Max |F| ... 0.0396 hartree/bohr
DFT total energy ... -65741.4140 eV
HOMO level (spin up / spin down) ... -7.98 / -7.97 eV

The geometry in ORCA input format:
```
! wB97M-V def2-TZVPD RIJCOSX def2/J DEFGRID3
* xyz 0 1
Ru -0.620 -0.569 0.057
C -0.926 -1.735 3.382
C -1.524 -1.545 2.026
C -1.379 -2.532 1.022
C -1.978 -2.354 -0.240
C -2.745 -1.203 -0.513
C -2.824 -0.190 0.459
C -2.222 -0.356 1.723
H -1.690 -2.159 4.039
H -0.602 -0.779 3.791
H -0.078 -2.416 3.349
H -0.792 -3.417 1.221
H -1.835 -3.099 -1.010
H -3.181 -1.059 -1.491
H -3.337 0.734 0.232
H -2.253 0.439 2.451
S -0.362 1.545 -0.672
C 0.921 1.473 -1.785
C 1.525 2.668 -2.236
C 2.519 2.615 -3.171
C 2.929 1.372 -3.698
C 2.350 0.203 -3.281
C 1.334 0.228 -2.305
S 0.532 -1.214 -1.831
H 1.208 3.608 -1.804
H 3.002 3.524 -3.501
H 3.719 1.342 -4.437
H 2.670 -0.749 -3.683
O 1.416 2.396 1.591
S 1.115 1.334 2.524
O -0.258 1.320 2.997
O 2.117 1.041 3.513
S 1.251 -0.463 1.282
*
```

Entry 2:
The following is a quantum chemistry calculation of a molecular structure, C13H13BS in a non-equilibrium geometry, from the Open Molecules 2025 dataset.

Computed properties:
Gap between HOMO and LUMO ... 9.392 eV
Relative energy (zero: lowest compared OMol25 entry of this formula, charge and spin) ... 0.000 eV
Max |F| ... 0.0808 hartree/bohr
DFT total energy ... -25201.7834 eV
HOMO level ... -9.09 eV

The geometry in ORCA input format:
```
! wB97M-V def2-TZVPD RIJCOSX def2/J DEFGRID3
* xyz 0 1
B 0.626 -0.937 0.145
C 4.277 1.411 -0.098
C -3.585 1.308 -0.109
C 4.355 0.060 0.220
C 2.983 1.977 -0.287
C -2.640 1.655 -1.084
C -3.340 0.379 0.875
C 3.197 -0.692 0.407
C 1.888 1.258 -0.009
C -1.374 1.055 -0.974
C -2.074 -0.306 0.967
C 1.997 -0.084 0.331
C -1.144 0.076 0.015
C -1.018 -3.047 -0.114
S 0.727 -2.694 0.210
H 5.176 1.915 -0.380
H -4.425 1.962 0.055
H 5.345 -0.487 0.176
H 2.950 2.965 -0.632
H -2.867 2.452 -1.903
H -4.144 0.125 1.565
H 3.289 -1.777 0.631
H 0.849 1.768 -0.038
H -0.511 1.214 -1.703
H -1.726 -0.939 1.842
H -1.521 -2.114 0.106
H -1.302 -3.899 0.551
H -1.197 -3.447 -1.062
*
```

Entry 3:
The following is a quantum chemistry calculation of a gas-phase ion, C13H13ClNO4S (charge -1) in a non-equilibrium geometry, from the Open Molecules 2025 dataset.

Computed properties:
Gap between HOMO and LUMO ... 5.083 eV
SMILES ... N#Cc1ccc(S(=O)(=O)[C@@H](Cl)C2([O-])CCOCC2)cc1
Max |F| ... 0.1051 hartree/bohr
DFT total energy ... -46727.9055 eV
HOMO level ... -3.22 eV

The geometry in ORCA input format:
```
! wB97M-V def2-TZVPD RIJCOSX def2/J DEFGRID3
* xyz -1 1
C 2.209 -3.117 2.617
C 2.041 -2.044 1.563
C 0.392 -1.711 1.155
O 0.135 -2.756 0.507
C -0.398 -1.705 2.565
C -0.025 -2.879 3.454
O 1.364 -2.946 3.750
H 2.030 -4.109 2.174
H 3.218 -3.057 3.040
H 2.504 -1.119 1.924
H 2.491 -2.419 0.642
H -0.212 -0.774 3.102
H -1.460 -1.782 2.318
H -0.496 -2.766 4.436
H -0.346 -3.804 2.952
N -0.962 5.848 -5.095
C -0.945 4.928 -4.370
C -0.933 3.784 -3.486
C -1.109 3.947 -2.107
C -1.130 2.833 -1.257
C -0.949 1.549 -1.771
S -1.126 0.057 -0.662
C 0.428 -0.418 0.443
Cl 0.844 0.952 1.463
O -2.164 0.380 0.295
O -1.277 -1.033 -1.596
C -0.768 1.384 -3.150
C -0.747 2.496 -4.000
H -1.240 4.953 -1.702
H -1.293 2.974 -0.192
H 1.173 -0.406 -0.367
H -0.652 0.389 -3.571
H -0.596 2.370 -5.075
*
```

Entry 4:
The following is a quantum chemistry calculation of a molecular structure, C13H13CuN3O3S2, from the Open Molecules 2025 dataset.

Computed properties:
Gap between HOMO and LUMO ... 7.113 eV
Relative energy (zero: lowest compared OMol25 entry of this formula, charge and spin) ... 0.118 eV
Max |F| ... 0.0080 hartree/bohr
DFT total energy ... -90617.6427 eV
HOMO level ... -4.30 eV

The geometry in ORCA input format:
```
! wB97M-V def2-TZVPD RIJCOSX def2/J DEFGRID3
* xyz -1 1
Cu 0.304 0.638 -0.783
N 0.395 1.716 2.139
N 1.091 0.934 1.152
H 0.317 1.164 2.988
H -0.550 1.839 1.796
H 1.069 -0.052 1.423
H 2.050 1.255 1.115
O -1.240 -1.985 4.053
S -0.608 -2.605 2.916
O 0.503 -3.482 3.183
N -0.247 -1.518 1.778
C -0.996 -1.665 0.679
O -0.955 -0.943 -0.329
C -1.947 -2.832 0.756
C -2.834 -3.279 -0.205
C -3.607 -4.395 0.094
C -3.487 -5.037 1.325
C -2.594 -4.581 2.288
C -1.836 -3.472 1.970
H -2.906 -2.763 -1.154
H -4.310 -4.773 -0.637
H -4.098 -5.906 1.533
H -2.494 -5.077 3.244
S 0.613 1.355 -2.859
C 1.636 2.790 -2.695
C 2.910 2.834 -3.270
C 3.707 3.967 -3.180
C 3.256 5.096 -2.509
C 1.992 5.071 -1.934
C 1.195 3.940 -2.029
H 3.269 1.954 -3.790
H 4.691 3.965 -3.636
H 3.878 5.980 -2.436
H 1.621 5.941 -1.405
H 0.211 3.927 -1.578
*
```

Entry 5:
The following is a quantum chemistry calculation of a molecular structure, C13H13FeNO7 in a non-equilibrium geometry, from the Open Molecules 2025 dataset.

Computed properties:
Gap between HOMO and LUMO (spin up / spin down) ... 2.733 / 6.187 eV
Relative energy (zero: lowest compared OMol25 entry of this formula, charge and spin) ... 0.000 eV
Max |F| ... 0.0902 hartree/bohr
DFT total energy ... -63893.7283 eV
HOMO level (spin up / spin down) ... 2.01 / -1.47 eV
<S²> ... 6.09

The geometry in ORCA input format:
```
! wB97M-V def2-TZVPD RIJCOSX def2/J DEFGRID3
* xyz -2 5
C 1.352 -2.969 1.905
C 0.171 -2.386 1.178
O -0.050 -1.068 1.719
C -1.109 -0.495 1.098
C -1.233 0.976 1.493
N -2.494 1.593 0.790
O -2.360 2.763 0.359
O -3.521 0.919 0.713
O -1.773 -1.109 0.286
H 1.485 -3.996 1.568
H 2.263 -2.409 1.671
H 1.216 -2.977 2.991
H 0.378 -2.284 0.104
H -0.738 -2.986 1.313
H -0.364 1.469 1.031
O 1.234 1.334 6.194
C 0.180 1.799 6.028
Fe -1.310 2.656 5.772
C -1.468 3.044 7.456
O -1.157 3.491 8.487
C -0.516 4.184 5.321
O 0.279 5.007 5.120
C -1.212 1.262 2.975
C -1.690 0.143 3.940
C -1.970 0.717 5.317
C -3.057 1.647 5.348
C -2.948 2.628 4.332
C -1.939 2.521 3.363
H -0.129 1.385 3.204
H -2.622 -0.300 3.521
H -0.926 -0.650 3.985
H -1.855 -0.010 6.134
H -3.832 1.663 6.115
H -3.634 3.481 4.295
H -1.801 3.365 2.678
*
```

Entry 6:
The following is a quantum chemistry calculation of C13H13N5O2S2 in the gas phase in a non-equilibrium geometry, from the Open Molecules 2025 dataset.

Computed properties:
Gap between HOMO and LUMO ... 8.240 eV
Relative energy (zero: lowest compared OMol25 entry of this formula, charge and spin) ... 0.000 eV
SMILES ... Cc1sc(NC(=O)CSc2nnc(C)c(=O)[nH]2)c(C#N)c1C
Max |F| ... 0.0259 hartree/bohr
DFT total energy ... -46907.9447 eV
HOMO level ... -8.21 eV

The geometry in ORCA input format:
```
! wB97M-V def2-TZVPD RIJCOSX def2/J DEFGRID3
* xyz 0 1
C -4.573 -0.444 1.147
C -3.349 -0.097 0.377
C -2.799 -0.808 -0.646
C -1.620 -0.181 -1.152
C -1.323 0.991 -0.489
N -0.245 1.810 -0.751
C 0.122 2.794 0.108
O -0.570 3.132 1.040
C 1.431 3.500 -0.204
H 1.227 4.423 -0.750
H 1.918 3.744 0.739
S 2.598 2.577 -1.244
C 2.781 1.121 -0.283
N 2.065 0.979 0.781
N 2.168 -0.147 1.493
C 2.976 -1.091 1.150
C 3.852 -1.009 -0.033
O 4.652 -1.831 -0.407
N 3.663 0.190 -0.727
H 4.203 0.340 -1.573
C 3.045 -2.328 1.969
H 2.773 -3.185 1.354
H 2.375 -2.250 2.819
H 4.068 -2.485 2.306
H 0.357 1.547 -1.523
S -2.442 1.344 0.761
C -0.792 -0.672 -2.167
N -0.063 -1.036 -2.979
C -3.350 -2.086 -1.186
H -3.403 -2.839 -0.400
H -4.358 -1.934 -1.569
H -2.722 -2.461 -1.990
H -4.458 -1.411 1.637
H -5.437 -0.506 0.485
H -4.768 0.310 1.905
*
```

Entry 7:
The following is a quantum chemistry calculation of a molecular structure, C13H13N6O3SV in a non-equilibrium geometry, from the Open Molecules 2025 dataset.

Computed properties:
Gap between HOMO and LUMO (spin up / spin down) ... 5.889 / 5.885 eV
Relative energy (zero: lowest compared OMol25 entry of this formula, charge and spin) ... 1.738 eV
Max |F| ... 0.0714 hartree/bohr
DFT total energy ... -65289.9245 eV
HOMO level (spin up / spin down) ... -11.09 / -11.08 eV
<S²> ... 0.77

The geometry in ORCA input format:
```
! wB97M-V def2-TZVPD RIJCOSX def2/J DEFGRID3
* xyz 1 2
V 0.482 -0.640 -0.397
N 2.012 -1.463 -4.332
C 1.414 -0.973 -3.275
S 2.383 -0.466 -1.927
N 0.083 -0.922 -3.299
N -0.452 -0.367 -2.137
C -1.650 0.025 -2.328
C -2.425 0.693 -1.385
C -3.831 0.820 -1.660
C -4.650 1.544 -0.778
C -4.063 2.097 0.338
C -2.721 2.110 0.581
C -1.867 1.248 -0.205
O -0.674 0.825 0.385
H 3.043 -1.406 -4.346
H 1.509 -1.744 -5.153
H -2.141 -0.108 -3.220
H -4.071 0.260 -2.594
H -5.708 1.566 -1.037
H -4.845 2.545 0.946
H -2.263 2.505 1.447
O -2.258 0.137 2.112
N -1.240 -0.156 2.000
O -0.008 -2.032 0.157
N 3.473 -1.981 0.731
C 2.866 -1.071 1.588
C 3.232 -0.970 2.966
C 2.758 0.000 3.753
C 1.594 0.718 3.379
C 1.375 0.644 2.037
N 1.949 -0.242 1.162
H 4.226 -2.621 1.118
H 3.189 -2.103 -0.245
H 4.132 -1.476 3.326
H 3.290 0.174 4.673
H 1.135 1.455 4.093
H 0.723 1.374 1.527
*
```

Entry 8:
The following is a quantum chemistry calculation of C13H13NO in the gas phase in a non-equilibrium geometry, from the Open Molecules 2025 dataset.

Computed properties:
Gap between HOMO and LUMO ... 8.301 eV
Relative energy (zero: lowest compared OMol25 entry of this formula, charge and spin) ... 3.639 eV
SMILES ... CC(=O)NC1=C[C@@H]2C[C@@H]2c2ccccc21
Max |F| ... 0.0835 hartree/bohr
DFT total energy ... -17226.8069 eV
HOMO level ... -7.83 eV

The geometry in ORCA input format:
```
! wB97M-V def2-TZVPD RIJCOSX def2/J DEFGRID3
* xyz 0 1
C 2.965 1.844 -0.189
C 1.783 2.611 -0.196
C 2.897 0.425 -0.299
C 0.556 1.826 -0.119
C 1.749 -0.257 -0.101
C 0.489 0.423 0.056
C 0.704 -2.447 0.191
C -0.540 -1.659 0.520
C -3.212 0.063 0.061
C 2.221 -2.709 0.828
C 1.888 -1.723 -0.329
C -0.753 -0.326 0.257
C -4.291 1.086 0.364
N -1.890 0.395 0.432
O -3.432 -0.932 -0.568
H 3.932 2.307 -0.164
H 1.722 3.737 -0.177
H 3.831 -0.086 -0.265
H -0.367 2.369 -0.257
H 0.313 -3.215 -0.468
H -1.443 -2.288 0.663
H 2.377 -2.050 1.651
H 2.749 -3.692 0.547
H 2.472 -1.742 -1.201
H -5.176 0.629 -0.074
H -4.576 1.260 1.463
H -4.078 2.041 -0.059
H -1.802 1.247 0.845
*
```